(1)
{"formula": "C26H42NO12PS", "method": "ωB97M-V/def2-TZVPD", "homo_energy_ev": -0.6, "lumo_energy_ha": 0.1307, "homo_lumo_gap_ev": 4.2, "charge": -2, "symbols": ["C", "C", "O", "C", "C", "O", "C", "C", "C", "C", "C", "C", "C", "C", "O", "C", "C", "O", "O", "S", "O", "O", "O", "C", "C", "N", "P", "C", "C", "C", "C", "H", "H", "H", "H", "H", "H", "H", "H", "H", "H", "H", "H", "H", "H", "H", "H", "H", "H", "H", "H", "H", "H", "H", "H", "H", "H", "H", "H", "H", "H", "H", "H", "H", "H", "H", "H", "H", "H", "H", "H", "C", "C", "C", "O", "C", "C", "C", "O", "O", "O", "H", "H"], "xyz": [[-1.11239, 4.26066, 2.98724], [-2.27871, 4.48736, 2.03908], [-2.67844, 3.24792, 1.49169], [-2.77400, 3.21077, 0.07388], [-2.48545, 1.81092, -0.43490], [-1.23826, 1.79778, -1.15574], [-0.86266, 0.47523, -1.50852], [0.42238, -0.07632, -0.91572], [0.67941, -1.35537, -1.76379], [1.18151, -1.05489, -3.19155], [2.50964, -1.72539, -3.59653], [3.69403, -0.74477, -3.66000], [5.04921, -1.36914, -3.28071], [5.92126, -0.42321, -2.46532], [6.69142, 0.37589, -3.37909], [7.35469, 1.44352, -2.88167], [7.00543, 1.94625, -1.50442], [8.20374, 2.00270, -3.58137], [1.60967, 0.78322, -1.05146], [2.75514, 0.15693, -0.16581], [3.45544, -0.91810, -0.80148], [3.56615, 1.23073, 0.30518], [1.81933, -0.49872, 0.92009], [0.40496, -0.28902, 0.59893], [-0.05326, 0.97223, 1.42474], [0.95480, 1.40544, 2.42891], [-0.49349, -1.85874, 1.05052], [0.51339, -2.89026, 2.17391], [1.12289, -2.25586, 3.45037], [-2.07779, -1.35926, 1.77094], [-2.18932, -1.24960, 3.30820], [-1.29719, 3.33937, 3.53366], [-0.19344, 4.13411, 2.41963], [-0.99657, 5.08383, 3.68823], [-3.12845, 4.89330, 2.59151], [-1.98764, 5.19844, 1.26598], [-2.08395, 3.91398, -0.39180], [-3.80581, 3.43183, -0.20078], [-3.28871, 1.48026, -1.08953], [-2.47388, 1.13699, 0.41491], [-0.79961, 0.45615, -2.59447], [-1.64452, -0.23399, -1.22567], [1.30530, -2.05667, -1.22553], [-0.28179, -1.85210, -1.84394], [0.41639, -1.43086, -3.86674], [1.26603, 0.00942, -3.39893], [2.72214, -2.56936, -2.94691], [2.37651, -2.10155, -4.61075], [3.45784, 0.10490, -3.02624], [3.78055, -0.35142, -4.67251], [4.84722, -2.26575, -2.70130], [5.59318, -1.66775, -4.17351], [6.57881, -1.02004, -1.83504], [5.26495, 0.17685, -1.85114], [7.52309, 2.87117, -1.30301], [5.93458, 2.14523, -1.45973], [7.18659, 1.18093, -0.75546], [-0.25097, 1.80516, 0.75957], [-0.96710, 0.76256, 1.96475], [0.44627, 1.67219, 3.26185], [1.36021, 2.27397, 2.10535], [1.29705, -3.37944, 1.60654], [-0.17142, -3.68422, 2.46873], [0.90363, -2.83288, 4.34551], [2.20930, -2.26578, 3.35691], [0.85515, -1.21567, 3.58367], [-2.41270, -0.41849, 1.34497], [-2.81588, -2.08120, 1.43335], [-3.02155, -0.59769, 3.56293], [-1.29586, -0.81863, 3.75859], [-2.36894, -2.22388, 3.75459], [-6.76351, -0.55707, 0.78810], [-5.44068, -0.73476, 0.40849], [-5.04379, -2.17431, -0.00822], [-3.88578, -2.40516, -0.41873], [-6.01239, -3.20012, 0.11300], [-7.34809, -3.03647, 0.50644], [-7.77210, -1.57326, 0.82790], [-8.94411, -1.30391, 1.11627], [-8.20023, -3.93699, 0.61473], [-4.54081, 0.14308, 0.37111], [-7.10481, 0.43308, 1.08178], [-5.65324, -4.19628, -0.13472]]}

(2)
{"formula": "C26H43BaCl3N3O3Si", "method": "ωB97M-V/def2-TZVPD", "e_above_lowest_kcal_mol": 25.0, "homo_energy_ev": -4.1, "lumo_energy_ha": 0.0660, "homo_lumo_gap_ev": 5.9, "charge": -1, "symbols": ["C", "C", "H", "H", "H", "C", "C", "H", "H", "H", "H", "Ba", "Cl", "Cl", "H", "H", "C", "C", "N", "H", "C", "O", "H", "H", "H", "H", "H", "H", "C", "C", "N", "H", "C", "O", "H", "H", "H", "H", "O", "C", "C", "C", "H", "C", "H", "C", "H", "C", "C", "H", "H", "H", "Si", "Cl", "C", "C", "C", "H", "H", "H", "H", "H", "H", "H", "H", "H", "N", "C", "C", "C", "C", "C", "C", "H", "H", "H", "H", "H", "H", "H"], "xyz": [[-1.53224, -2.31204, -4.07216], [-1.10272, -3.10006, -2.88628], [-2.00980, -2.92351, -4.85053], [-0.66621, -1.81124, -4.52733], [-2.23005, -1.53296, -3.76554], [-0.62191, -4.35624, -2.98306], [-0.49676, -5.12984, -4.25919], [-0.32093, -4.89721, -2.08733], [-0.32329, -4.48066, -5.13304], [-1.39293, -5.74191, -4.45837], [0.35292, -5.83155, -4.17937], [0.56898, 1.30782, -1.26115], [-2.40461, 0.83187, -0.35347], [3.01436, 1.32066, -3.06792], [0.82057, 5.39701, 3.50918], [-1.32928, 6.37428, 3.04989], [0.94512, 4.95546, 2.51163], [-1.20559, 6.12521, 1.98245], [-0.35866, 4.94193, 1.85562], [1.31462, 3.92947, 2.58728], [-0.56966, 4.04419, 0.89066], [0.32425, 3.24068, 0.52138], [-2.18211, 5.88884, 1.53066], [-1.58206, 4.04560, 0.46234], [1.67078, 5.56205, 1.93763], [-0.76204, 7.00379, 1.46341], [1.64243, -1.58437, -3.19045], [2.62648, -4.31112, -1.95615], [2.72959, -1.57412, -2.99073], [3.48658, -3.63141, -1.81194], [3.04006, -2.23355, -1.75022], [3.04980, -0.45855, -2.92428], [2.90206, -1.62484, -0.54772], [2.40803, -0.50442, -0.34569], [3.98132, -3.88670, -0.86292], [3.28211, -2.24099, 0.29353], [3.29406, -2.08283, -3.78897], [4.18083, -3.75102, -2.65662], [-0.13396, -1.34479, -1.71735], [-1.04358, -2.30491, -1.57756], [0.33149, -3.74474, 0.02550], [-0.90452, -3.19661, -0.32064], [1.22523, -3.46162, -0.55298], [0.40021, -4.66852, 1.08327], [-2.00335, -1.76554, -1.48157], [-2.05575, -3.56087, 0.37758], [1.37268, -5.07271, 1.36469], [-0.75480, -5.09218, 1.73638], [-1.98496, -4.53123, 1.37308], [-2.99274, -3.09010, 0.09013], [-0.70605, -5.87356, 2.49538], [-2.89894, -4.85405, 1.86984], [-0.65255, 3.40515, -3.94671], [-0.83876, 1.27216, -3.84750], [1.09192, 3.97247, -3.58323], [-1.81455, 4.08217, -2.64819], [-1.07916, 3.88846, -5.70177], [1.57144, 3.63952, -2.64797], [1.01663, 5.07038, -3.55578], [1.76124, 3.68060, -4.40654], [-0.35157, 3.50377, -6.42978], [-1.06563, 4.98503, -5.76162], [-2.07634, 3.53811, -6.02023], [-1.87997, 3.52680, -1.69741], [-2.82930, 4.12019, -3.07714], [-1.47231, 5.10823, -2.44310], [-0.33457, -0.69902, 1.45475], [-0.37512, -0.64911, 2.80148], [0.73728, -1.08100, 3.58338], [0.69740, -0.95335, 4.96850], [-0.43456, -0.43707, 5.61212], [-1.53734, -0.02319, 4.85002], [-1.50941, -0.11711, 3.46347], [-1.14153, -0.35874, 0.89331], [0.43234, -1.13016, 0.95270], [1.60186, -1.51270, 3.07155], [1.56477, -1.26159, 5.55642], [-0.44953, -0.33545, 6.69894], [-2.42450, 0.37142, 5.34296], [-2.35088, 0.20752, 2.84728]]}

(3)
{"formula": "C26H43BrFI2N2O10PS5", "method": "ωB97M-V/def2-TZVPD", "homo_energy_ev": -8.8, "lumo_energy_ha": -0.0525, "homo_lumo_gap_ev": 7.4, "symbols": ["C", "C", "N", "C", "C", "S", "O", "O", "F", "C", "O", "C", "C", "P", "O", "Br", "C", "C", "C", "I", "C", "C", "I", "C", "C", "C", "C", "N", "O", "C", "C", "O", "H", "H", "H", "H", "H", "H", "H", "H", "H", "H", "H", "H", "H", "H", "H", "H", "H", "H", "H", "C", "S", "O", "C", "H", "H", "H", "H", "H", "H", "C", "S", "O", "C", "H", "H", "H", "H", "H", "H", "C", "S", "O", "C", "H", "H", "H", "H", "H", "H", "C", "S", "O", "C", "H", "H", "H", "H", "H", "H"], "xyz": [[-0.28015, -5.06162, 0.92774], [-1.16748, -4.45705, -0.15788], [-0.55858, -3.22856, -0.73871], [-1.46999, -2.21470, -1.03770], [-2.17577, -2.00764, -2.16371], [-2.10472, -3.03880, -3.58815], [-2.31894, -2.27004, -4.75892], [-2.79454, -4.25653, -3.34170], [-0.56801, -3.38688, -3.58045], [-3.11487, -0.84991, -2.23834], [-4.13528, -0.88382, -2.88711], [-2.72461, 0.34447, -1.42897], [-3.10430, 1.62340, -1.83095], [-4.15419, 1.99493, -3.31270], [-3.84001, 3.60207, -3.42163], [-2.79486, 1.25289, -4.93786], [-2.71185, 2.67485, -1.02226], [-1.96134, 2.52429, 0.14599], [-1.66964, 3.85838, 0.82449], [-2.01380, 3.86969, 2.94211], [-0.33957, 4.50068, 0.39603], [-0.18952, 4.56815, -1.11559], [-0.28491, 6.56309, 1.08920], [-1.57590, 1.23165, 0.54362], [-0.72306, 0.92073, 1.75164], [0.70550, 1.50276, 1.73120], [1.33047, 1.34712, 0.37224], [1.41561, -0.01471, -0.05303], [1.71093, 2.26658, -0.31007], [-2.00472, 0.16137, -0.25090], [-1.75078, -1.26706, 0.11574], [-1.83540, -1.71575, 1.23138], [-0.37675, -6.14871, 0.91298], [0.76012, -4.80179, 0.73317], [-0.56872, -4.69456, 1.90959], [-2.12691, -4.15418, 0.26447], [-1.40545, -5.17424, -0.94854], [-0.00774, -3.44255, -1.55710], [-2.95016, 3.79561, -3.74456], [-3.00865, 3.67114, -1.31693], [-2.44788, 4.53262, 0.47052], [0.52027, 4.04962, 0.87288], [-1.01960, 5.13316, -1.54828], [-0.16606, 3.57553, -1.56249], [0.71982, 5.10965, -1.36974], [-0.58314, -0.15365, 1.79845], [-1.22792, 1.18662, 2.67861], [1.28567, 0.86857, 2.41157], [0.78154, 2.51762, 2.11228], [2.30961, -0.40008, 0.24219], [1.40563, -0.01528, -1.06897], [-0.05080, -2.47556, 6.10322], [-1.09094, -3.60207, 5.16831], [-0.36677, -3.89670, 3.90337], [-2.35588, -2.39763, 4.75142], [0.83379, -3.02723, 6.41368], [0.23658, -1.63930, 5.46611], [-0.59334, -2.12550, 6.98133], [-1.90078, -1.57185, 4.20483], [-2.83701, -2.04582, 5.66425], [-3.08666, -2.89688, 4.11902], [7.05183, 1.98116, -1.66143], [6.27059, 2.15823, -0.05375], [5.88859, 0.78618, 0.38888], [4.76538, 2.92516, -0.64690], [7.99848, 1.46599, -1.51272], [6.40617, 1.39497, -2.31541], [7.23551, 2.96870, -2.08413], [4.27925, 2.26372, -1.36297], [4.99057, 3.88894, -1.10403], [4.11258, 3.07328, 0.20935], [9.86363, -0.50167, 0.01374], [9.29423, -0.00227, 1.64564], [10.50282, 0.12855, 2.49965], [8.52333, -1.56946, 2.05579], [10.41263, 0.33574, -0.41287], [10.52188, -1.36532, 0.10706], [9.00140, -0.73956, -0.61016], [9.26890, -2.36280, 2.00287], [7.70148, -1.75430, 1.36437], [8.13762, -1.48728, 3.06932], [-9.53539, 0.25657, -2.22648], [-7.86642, -0.11786, -1.67582], [-7.05064, 1.09743, -1.92887], [-7.48088, -1.27258, -2.99517], [-9.94257, 1.00871, -1.55422], [-9.49904, 0.64741, -3.24314], [-10.14360, -0.64675, -2.18030], [-7.59178, -0.76947, -3.95559], [-8.14601, -2.13391, -2.92796], [-6.44812, -1.58817, -2.86525]]}